{
  "formula": "C42H106N6O6S2",
  "method": "wB97M-V/def2-TZVPD",
  "elements": ["C", "C", "O", "S", "C", "O", "O", "H", "H", "H", "H", "H", "H", "H", "H", "C", "C", "O", "S", "C", "O", "O", "H", "H", "H", "H", "H", "H", "H", "H", "C", "C", "N", "C", "C", "C", "C", "H", "H", "H", "H", "H", "H", "H", "H", "H", "H", "H", "H", "H", "H", "H", "C", "C", "N", "C", "C", "C", "C", "H", "H", "H", "H", "H", "H", "H", "H", "H", "H", "H", "H", "H", "H", "H", "C", "C", "N", "C", "C", "C", "C", "H", "H", "H", "H", "H", "H", "H", "H", "H", "H", "H", "H", "H", "H", "H", "C", "C", "N", "C", "C", "C", "C", "H", "H", "H", "H", "H", "H", "H", "H", "H", "H", "H", "H", "H", "H", "H", "C", "C", "N", "C", "C", "C", "C", "H", "H", "H", "H", "H", "H", "H", "H", "H", "H", "H", "H", "H", "H", "H", "C", "C", "N", "C", "C", "C", "C", "H", "H", "H", "H", "H", "H", "H", "H", "H", "H", "H", "H", "H", "H", "H"],
  "coordinates": [[0.433, 1.106, -2.567], [-0.463, 0.529, -1.549], [0.338, -0.069, -0.552], [-0.139, -1.462, -0.035], [-1.546, -0.988, 0.848], [-0.514, -2.274, -1.132], [0.869, -1.856, 0.849], [1.054, 0.315, -2.997], [1.045, 1.905, -2.155], [-0.148, 1.505, -3.404], [-1.054, 1.314, -1.066], [-1.161, -0.181, -1.992], [-1.274, -0.265, 1.608], [-1.865, -1.950, 1.260], [-2.316, -0.661, 0.157], [-2.736, -2.184, -4.682], [-1.393, -1.914, -5.326], [-1.542, -1.227, -6.598], [-0.201, -0.900, -7.392], [-0.158, -2.345, -8.412], [-0.480, 0.214, -8.168], [0.855, -0.951, -6.473], [-3.438, -2.661, -5.363], [-3.192, -1.246, -4.343], [-2.596, -2.773, -3.782], [-0.726, -1.383, -4.654], [-0.908, -2.892, -5.517], [0.858, -2.403, -8.796], [-0.923, -2.170, -9.147], [-0.294, -3.194, -7.758], [5.361, -3.740, 0.340], [5.436, -2.222, 0.440], [5.787, -1.591, -0.837], [4.769, -1.791, -1.871], [3.458, -1.030, -1.646], [6.204, -0.214, -0.628], [6.654, 0.471, -1.906], [4.413, -4.077, -0.078], [5.395, -4.175, 1.346], [6.212, -4.114, -0.224], [4.463, -1.809, 0.779], [6.206, -1.926, 1.150], [5.208, -1.529, -2.827], [4.565, -2.860, -1.828], [3.527, 0.051, -1.778], [2.733, -1.388, -2.399], [2.975, -1.279, -0.701], [7.066, -0.210, 0.040], [5.401, 0.426, -0.188], [7.503, -0.093, -2.328], [7.013, 1.484, -1.734], [5.891, 0.477, -2.682], [-3.158, 2.068, 5.581], [-2.219, 1.792, 4.427], [-2.563, 0.726, 3.538], [-2.549, -0.575, 4.209], [-1.124, -0.955, 4.739], [-3.760, 0.913, 2.788], [-3.702, 2.112, 1.880], [-3.190, 1.222, 6.279], [-4.172, 2.210, 5.211], [-2.793, 2.894, 6.192], [-1.973, 2.708, 3.874], [-1.206, 1.571, 4.807], [-3.248, -0.692, 5.064], [-2.804, -1.390, 3.520], [-1.039, -0.758, 5.814], [-0.959, -2.032, 4.655], [-0.342, -0.416, 4.211], [-4.730, 0.949, 3.346], [-3.953, 0.028, 2.155], [-4.649, 2.264, 1.359], [-2.906, 2.008, 1.142], [-3.537, 3.019, 2.470], [1.389, 5.231, -2.197], [1.756, 5.143, -0.725], [0.650, 5.581, 0.124], [0.483, 4.783, 1.327], [-0.199, 3.476, 1.027], [0.634, 6.997, 0.366], [1.811, 7.588, 1.159], [1.095, 6.236, -2.503], [0.580, 4.535, -2.428], [2.242, 4.954, -2.836], [1.974, 4.100, -0.472], [2.663, 5.732, -0.508], [1.446, 4.580, 1.842], [-0.146, 5.344, 2.023], [0.461, 2.813, 0.458], [-0.474, 2.956, 1.955], [-1.121, 3.624, 0.462], [-0.304, 7.241, 0.880], [0.523, 7.515, -0.599], [2.770, 7.522, 0.648], [1.894, 7.159, 2.161], [1.628, 8.661, 1.322], [0.220, -5.016, 2.756], [-0.144, -5.160, 1.288], [-1.077, -6.210, 0.988], [-2.331, -6.110, 1.698], [-3.280, -5.031, 1.220], [-1.193, -6.359, -0.410], [-2.155, -7.438, -0.840], [0.509, -6.000, 3.166], [-0.573, -4.655, 3.405], [1.138, -4.426, 2.829], [-0.502, -4.178, 0.913], [0.791, -5.312, 0.741], [-2.118, -5.945, 2.753], [-2.806, -7.096, 1.671], [-2.882, -4.019, 1.397], [-4.193, -5.012, 1.840], [-3.573, -5.136, 0.178], [-1.559, -5.393, -0.869], [-0.221, -6.450, -0.902], [-3.147, -7.232, -0.442], [-2.256, -7.448, -1.925], [-1.822, -8.414, -0.488], [-3.027, 1.240, -5.097], [-4.278, 1.369, -4.217], [-4.005, 1.706, -2.853], [-5.150, 1.415, -2.065], [-5.239, -0.046, -1.778], [-3.702, 3.131, -2.811], [-3.122, 3.667, -1.518], [-2.164, 0.886, -4.536], [-2.702, 2.231, -5.449], [-3.166, 0.635, -5.985], [-4.985, 2.090, -4.668], [-4.810, 0.412, -4.307], [-4.986, 1.907, -1.108], [-6.073, 1.807, -2.513], [-6.013, -0.257, -1.041], [-5.449, -0.624, -2.684], [-4.285, -0.411, -1.392], [-4.538, 3.799, -3.115], [-2.925, 3.316, -3.566], [-3.857, 3.560, -0.708], [-2.844, 4.704, -1.638], [-2.295, 3.052, -1.149], [3.936, 2.403, 4.747], [4.001, 0.980, 4.302], [2.722, 0.403, 3.961], [2.082, 1.024, 2.835], [2.827, 0.938, 1.520], [2.829, -1.025, 3.778], [2.957, -1.770, 5.097], [4.878, 2.703, 5.197], [3.148, 2.537, 5.490], [3.715, 3.042, 3.893], [4.719, 0.908, 3.447], [4.501, 0.350, 5.045], [1.043, 0.688, 2.756], [1.997, 2.102, 3.043], [3.830, 1.359, 1.582], [2.943, -0.122, 1.237], [2.315, 1.341, 0.644], [3.670, -1.313, 3.111], [1.919, -1.361, 3.265], [2.238, -1.398, 5.820], [3.980, -1.743, 5.472], [2.738, -2.834, 4.934]],
  "forces_ev_per_a": [[0.328, 0.123, -1.292], [-1.140, 0.874, -0.120], [0.666, 0.003, 0.104], [-0.614, 1.254, -0.474], [-0.483, -1.067, 0.172], [-0.342, -0.849, -0.862], [1.621, -0.989, 1.550], [0.171, 0.175, 0.134], [0.193, 0.006, 0.002], [-0.016, 0.146, 0.162], [-0.049, -0.085, 0.014], [0.074, -0.144, 0.033], [-0.163, 0.103, 0.175], [-0.234, 0.278, 0.365], [-0.042, 0.279, -0.030], [-0.259, 1.059, -0.081], [0.167, -1.317, -0.046], [-0.286, 0.223, 0.727], [-1.480, -2.893, 0.555], [0.825, 0.662, 0.525], [-0.401, 2.469, -1.675], [1.941, 0.216, 1.289], [0.098, -0.181, 0.011], [0.044, -0.157, -0.155], [0.118, -0.326, 0.000], [-0.023, 0.353, -0.105], [-0.084, 0.398, -0.042], [-0.109, 0.046, -0.441], [-0.149, -0.447, -0.397], [-0.353, -0.249, -0.044], [-0.168, 0.094, 0.691], [-0.432, 0.302, -0.622], [0.446, -0.012, 0.206], [-0.007, 0.275, 1.043], [-0.661, -0.647, -0.760], [-0.427, 0.632, -0.329], [0.699, -0.666, -0.533], [0.130, -0.040, -0.256], [0.081, 0.079, -0.120], [-0.050, -0.125, -0.148], [0.311, -0.205, 0.303], [-0.003, -0.010, 0.143], [-0.048, -0.157, -0.237], [-0.082, 0.017, -0.489], [0.154, 0.017, 0.202], [0.245, 0.196, 0.097], [0.244, 0.209, 0.119], [-0.176, -0.074, 0.277], [0.247, -0.388, 0.128], [-0.209, 0.148, 0.070], [-0.181, 0.085, 0.126], [-0.150, 0.232, 0.075], [-0.031, -0.547, 0.392], [1.813, 0.859, 0.500], [-0.137, -1.361, 0.138], [1.224, -0.963, 0.518], [-0.840, 0.055, 0.479], [-1.788, -0.472, -0.919], [-0.061, 0.563, -0.005], [-0.037, -0.013, -0.215], [-0.065, 0.383, 0.218], [-0.253, 0.274, -0.260], [-0.612, -0.090, -0.160], [-0.375, -0.194, 0.194], [-0.019, 0.376, -0.412], [-0.269, 0.567, -0.266], [0.122, 0.268, -0.210], [0.019, 0.068, -0.251], [0.118, -0.041, -0.089], [0.647, 0.178, 0.370], [0.486, 0.062, 0.161], [-0.004, -0.157, -0.036], [0.054, 0.102, 0.039], [0.102, 0.025, -0.222], [0.437, -0.209, -0.411], [-0.186, 0.048, 0.082], [0.035, -0.374, 0.033], [0.168, 0.166, 0.173], [-0.193, -0.739, 0.152], [-0.220, 0.765, -0.141], [-0.325, 0.602, 0.204], [-0.100, -0.010, 0.138], [-0.088, 0.129, 0.049], [-0.126, 0.038, 0.198], [0.109, 0.118, -0.060], [-0.053, -0.219, -0.112], [-0.204, 0.132, -0.051], [0.096, 0.098, 0.004], [-0.155, -0.036, 0.015], [0.187, 0.001, -0.135], [0.137, 0.154, 0.001], [0.147, -0.107, 0.109], [0.299, -0.096, 0.122], [-0.002, -0.176, 0.000], [0.058, -0.183, -0.163], [0.012, -0.217, -0.118], [0.672, -1.026, 0.200], [0.231, 1.100, 0.283], [0.901, -0.490, 0.961], [-0.170, -0.404, 0.319], [-0.674, 0.840, 0.658], [-0.821, 1.301, -1.935], [-0.003, -0.161, -0.041], [-0.191, 0.162, -0.208], [0.026, 0.414, -0.070], [-0.368, 0.380, 0.150], [-0.027, -0.184, 0.056], [-0.158, -0.291, -0.094], [0.099, -0.006, 0.023], [-0.126, 0.179, -0.086], [0.203, -0.286, -0.372], [0.171, -0.357, -0.282], [0.016, 0.087, -0.033], [0.065, -0.414, 0.197], [0.149, -0.430, 0.396], [-0.057, -0.177, -0.011], [0.136, -0.104, -0.049], [-0.100, -0.105, -0.042], [0.268, 1.364, 0.016], [0.023, -0.963, -1.809], [0.483, 1.022, -0.387], [-0.212, 0.122, 1.297], [-0.274, -1.030, -0.071], [1.149, 0.862, -0.565], [-0.756, -1.141, 0.869], [-0.119, -0.409, 0.153], [-0.148, -0.185, -0.050], [-0.149, -0.164, 0.032], [0.144, 0.060, 0.026], [0.138, 0.129, 0.454], [-0.339, 0.185, 0.103], [-0.138, 0.063, 0.003], [-0.069, -0.074, -0.048], [-0.096, -0.027, 0.224], [0.011, 0.055, 0.074], [-0.128, -0.547, 0.075], [-0.222, -0.131, -0.007], [0.040, 0.493, -0.108], [0.196, 0.213, 0.124], [0.212, 0.274, -0.466], [-0.292, 0.436, 0.238], [1.171, -0.753, -0.592], [0.014, -0.325, 0.334], [-0.343, 1.884, -0.396], [0.221, -1.434, -0.801], [-0.215, -0.698, -0.187], [0.124, -0.714, -0.389], [0.120, 0.140, -0.074], [-0.020, 0.023, 0.009], [0.081, 0.263, 0.096], [-0.317, 0.071, 0.173], [-0.437, 0.131, 0.212], [0.142, -0.303, -0.099], [-0.184, -0.176, 0.231], [-0.057, 0.156, -0.017], [0.132, 0.254, 0.149], [-0.167, 0.397, 0.340], [-0.173, 0.138, 0.163], [0.108, 0.052, 0.070], [0.079, 0.162, 0.191], [-0.107, 0.191, 0.295], [0.018, 0.157, 0.001]],
  "smiles": "CCOS(C)(=O)=O.CCOS(C)(=O)=O.CCN(CC)CC.CCN(CC)CC.CCN(CC)CC.CCN(CC)CC.CCN(CC)CC.CCN(CC)CC",
  "e_above_lowest_kcal_mol": 0.0,
  "homo_lumo_gap_ev": 8.4,
  "e_tot_ev": -88166.8092
}